A.
A structure of composition CHO3PS, computed with ωB97M-V/def2-TZVPD.

Output
highest occupied orbital energy (spin up / spin down)	-9.6514 / -9.6471	eV
HOMO-LUMO gap (spin up / spin down)	7.98 / 7.98	eV
total charge	0

Each line ends with the Löwdin charge.
Element x y z (Å)
S: 2.23723 -1.25080 -0.42204  0.989
P: 1.56560 1.30142 0.14465  0.540
O: 2.88390 0.39313 -0.16342  -0.554
O: 1.79260 2.73174 0.22316  -0.288
O: 2.28168 -1.91064 0.84239  -0.480
C: 0.35378 0.34205 -0.50030  -0.177
H: -0.62292 0.09122 -0.14858  -0.031

=====

B.
A structure of composition CHO3PS, computed with ωB97M-V/def2-TZVPD.

Output
highest occupied orbital energy (spin up / spin down)	-9.3842 / -9.9998	eV
HOMO-LUMO gap (spin up / spin down)	7.47 / 8.26	eV
total charge	0

Each line ends with the Löwdin charge.
Element x y z (Å)
S: 1.59944 0.88900 0.30207  0.959
P: -0.94795 0.06549 -0.29204  0.549
O: -2.31446 0.47063 -0.58381  -0.291
O: 1.37570 0.81277 1.72592  -0.484
O: 0.05564 1.33041 -0.22212  -0.585
C: 0.14250 -1.22280 -0.59935  -0.158
H: 0.08912 -2.34551 -0.33068  0.010

=====

Computed relative energies in units of hartree: A 0.0000; B 0.0241

=====

A.
A cluster of 2 separate species, C4H7N2O in total, computed with ωB97M-V/def2-TZVPD.

Output
highest occupied orbital energy	-15.6379	eV
HOMO-LUMO gap	11.32	eV
total charge	+1

Each line ends with the Löwdin charge.
Element x y z (Å)
O: 1.54664 2.09891 0.18783  0.126
N: -0.30128 0.82537 -0.07822  0.147
N: 2.57649 -1.66738 0.03911  0.149
C: 2.53927 -0.54361 -0.09294  0.031
C: -1.17598 0.12913 -0.56900  -0.111
C: 0.26058 1.94302 0.19217  -0.115
C: -1.93039 -0.90911 0.19583  -0.031
H: -0.47836 2.72660 0.43771  0.189
H: -2.98393 -0.61923 0.14033  0.093
H: 2.79813 -2.63147 -0.10178  0.105
H: 2.06328 1.28274 0.14521  0.003
H: -1.47153 0.27232 -1.65128  0.175
H: -1.51062 -0.92888 1.29459  0.131
H: -1.93230 -1.97841 -0.13955  0.106

=====

B.
The ion C4H7N2O with charge +1, computed with ωB97M-V/def2-TZVPD.

Output
highest occupied orbital energy	-14.1784	eV
structure (SMILES)	[H]/N=C/CC(O)=C=[NH2+]
HOMO-LUMO gap	9.56	eV
total charge	+1

Each line ends with the Löwdin charge.
Element x y z (Å)
O: 1.19694 -0.67045 -0.56439  0.100
N: 1.73960 2.46716 0.12538  0.239
N: -0.52340 -2.35570 0.16677  0.102
C: -1.03707 0.06674 -0.17374  -0.062
C: 1.06341 1.37855 0.25424  0.112
C: 0.46036 0.32393 -0.20283  -0.344
C: -1.32808 -1.37202 0.21335  -0.175
H: -0.85001 -3.31588 0.25996  0.109
H: -2.46456 -1.68045 0.35941  0.169
H: -1.46188 0.57841 0.77442  0.160
H: 2.32136 2.89766 0.91215  0.192
H: 0.76042 -1.60139 -0.35815  0.105
H: 1.84229 3.00736 -0.66579  0.114
H: -1.71940 0.27609 -1.10077  0.181

=====

C.
The ion C4H7N2O with charge +1, computed with ωB97M-V/def2-TZVPD.

Output
highest occupied orbital energy (spin up / spin down)	-13.6927 / -13.6921	eV
HOMO-LUMO gap (spin up / spin down)	7.86 / 7.85	eV
total charge	+1

Each line ends with the Löwdin charge.
Element x y z (Å)
O: 1.89086 1.41490 0.39712  0.140
N: -0.15825 0.30716 0.26539  -0.030
N: -2.51273 0.58155 -0.28947  0.162
C: 1.60601 -1.34495 -0.14391  -0.003
C: 0.30048 -0.78909 -0.22231  -0.019
C: -1.47601 0.67297 0.49197  -0.040
C: 0.70681 1.36755 0.64695  -0.171
H: 1.61520 -2.44677 -0.14983  0.125
H: 0.31792 2.27712 1.07596  0.151
H: -3.39261 1.00137 0.08665  0.151
H: -2.67039 0.41698 -1.27710  0.134
H: 2.06977 -1.05422 -1.05009  0.116
H: -0.43238 -1.51938 -0.54474  0.162
H: 2.13532 -0.88521 0.71342  0.122

=====

D.
A cluster of 2 separate species, C4H7N2O in total, computed with ωB97M-V/def2-TZVPD.

Output
highest occupied orbital energy (spin up / spin down)	-14.8678 / -14.8673	eV
HOMO-LUMO gap (spin up / spin down)	8.22 / 8.22	eV
total charge	+1

Each line ends with the Löwdin charge.
Element x y z (Å)
O: 0.08040 0.81889 -1.72020  0.130
N: -0.15407 -1.80477 -0.74658  -0.005
N: -0.00575 -2.64038 -1.48814  0.406
C: -1.46138 1.49984 -0.01214  0.008
C: -0.56913 0.59353 -0.73536  -0.461
C: 1.91033 -0.57215 0.75104  0.298
C: -0.31051 -0.75893 -0.01581  -0.089
H: -1.97006 1.09549 0.86731  0.092
H: 1.80049 0.52460 0.75264  0.065
H: -2.08961 2.03172 -0.81952  0.156
H: 1.79821 -1.11489 1.69024  0.065
H: -0.81158 -0.70798 0.99272  0.165
H: -0.68735 2.02061 0.55336  0.112
H: 2.47003 -0.98559 -0.06958  0.060

=====

Computed relative energies in units of hartree: A 0.0000; B 0.0213; C 0.0460; D 0.0966